DFT (ωB97M-V with the def2-TZVPD basis set) results for a cluster of 8 separate species, C30H74N2O8 in total at a distorted geometry.

Last column: Mulliken charge in e.
Cartesian coordinates (Å):
C 1.482 -0.859 2.917  -1.826
C 0.891 0.215 3.861  1.085
C 1.700 0.156 5.213  -1.776
C 1.270 1.588 3.127  -0.346
C 0.417 2.763 3.722  -0.998
C -1.143 2.357 3.629  -1.108
C -1.473 1.043 4.400  1.293
C -1.438 1.309 5.986  -1.646
C -2.886 0.613 3.987  -1.567
N -0.557 0.031 4.007  1.245
O -0.873 -1.241 4.441  -0.614
H 2.550 -0.702 2.762  0.497
H 1.446 -1.827 3.416  0.476
H 0.949 -0.910 1.968  0.025
H 1.451 0.931 5.938  0.329
H 1.517 -0.762 5.770  0.366
H 2.760 0.320 5.017  0.432
H 2.351 1.685 3.221  0.674
H 1.001 1.587 2.070  -0.506
H 0.685 2.885 4.771  0.386
H 0.697 3.694 3.228  0.508
H -1.504 2.281 2.603  0.206
H -1.703 3.213 4.007  0.498
H -1.933 0.522 6.555  0.352
H -2.021 2.216 6.149  0.410
H -0.437 1.462 6.391  0.276
H -3.607 1.406 4.182  0.491
H -3.144 -0.226 4.634  0.449
H -3.073 0.411 2.932  -0.082
H -1.275 -1.625 3.658  0.466
C 1.115 3.175 -0.932  -2.065
C 2.223 2.502 -1.737  2.034
C 3.319 2.124 -0.693  -1.696
C 1.600 1.259 -2.469  -0.587
C 2.423 0.665 -3.608  -0.820
C 2.691 1.748 -4.628  -1.421
C 3.272 3.104 -4.058  1.526
C 4.784 2.893 -4.024  -1.893
C 2.928 4.137 -5.078  -1.791
N 2.672 3.464 -2.748  0.573
O 3.195 4.710 -2.264  -0.535
H 1.411 4.034 -0.330  0.601
H 0.210 3.376 -1.506  0.377
H 0.817 2.503 -0.127  0.226
H 4.249 1.731 -1.102  0.256
H 3.580 2.990 -0.084  0.425
H 3.013 1.280 -0.074  0.290
H 1.528 0.403 -1.797  0.160
H 0.615 1.494 -2.871  0.117
H 3.401 0.260 -3.351  0.337
H 1.874 -0.140 -4.096  0.379
H 1.727 1.826 -5.130  0.208
H 3.459 1.364 -5.299  0.527
H 5.105 2.675 -5.043  0.481
H 5.157 2.085 -3.395  0.325
H 5.337 3.744 -3.627  0.377
H 3.306 5.093 -4.714  0.371
H 1.843 4.117 -5.182  0.393
H 3.174 3.869 -6.105  0.382
H 2.379 5.213 -2.210  0.355
C 3.069 -3.212 -1.367  -0.696
C 4.313 -2.857 -0.676  -0.230
O 4.272 -3.404 0.634  -0.509
H 2.169 -2.813 -0.898  -0.213
H 2.911 -4.280 -1.217  0.378
H 3.010 -2.995 -2.434  0.447
H 4.366 -1.769 -0.647  0.185
H 5.245 -3.232 -1.100  0.387
H 5.063 -3.081 1.073  0.282
C 0.233 -4.762 0.645  -0.480
C -0.252 -5.145 -0.745  -0.275
O -1.677 -4.894 -0.809  -0.607
H 1.322 -4.751 0.690  0.342
H -0.196 -5.424 1.397  0.289
H -0.050 -3.714 0.739  -0.110
H -0.006 -6.183 -0.966  0.371
H 0.180 -4.507 -1.516  0.193
H -1.760 -3.939 -0.753  0.265
C -5.176 1.120 0.214  -0.692
C -5.751 -0.237 -0.280  -0.293
O -4.666 -1.056 -0.722  -0.396
H -4.571 0.975 1.110  -0.060
H -5.948 1.868 0.393  0.437
H -4.479 1.597 -0.476  0.234
H -6.410 0.000 -1.115  0.305
H -6.438 -0.760 0.385  0.304
H -4.922 -1.467 -1.551  0.211
C -4.454 -3.755 1.747  -0.926
C -3.084 -3.994 2.389  -0.219
O -2.317 -2.806 2.405  -0.303
H -5.179 -3.402 2.481  0.284
H -4.812 -4.739 1.444  0.419
H -4.363 -3.102 0.879  0.058
H -2.524 -4.744 1.831  0.089
H -3.167 -4.424 3.387  0.449
H -2.257 -2.587 1.472  0.040
C -1.389 1.605 -5.495  -1.107
C -1.361 0.515 -4.340  0.128
O -2.413 -0.397 -4.607  -0.577
H -2.385 2.043 -5.562  0.344
H -0.891 1.236 -6.391  0.336
H -0.759 2.423 -5.145  0.240
H -1.633 0.978 -3.392  0.073
H -0.454 -0.079 -4.228  0.308
H -2.035 -1.087 -5.157  0.328
C -1.572 -0.085 0.554  1.047
C -1.340 -1.150 -0.546  0.685
O -2.258 -2.197 -0.353  -0.308
H -1.766 -0.499 1.544  -0.523
H -2.443 0.539 0.355  0.274
H -0.671 0.522 0.642  -0.731
H -0.377 -1.628 -0.369  -0.519
H -1.333 -0.732 -1.553  -0.019
H -3.115 -1.770 -0.282  0.160

Calculated values
energy above the lowest of the compared OMol25 structures with the same formula, charge and spin	237.1	kJ/mol
SMILES string	CC1(C)CCCC(C)(C)N1O.CC1(C)CCCC(C)(C)N1O.CCO.CCO.CCO.CCO.CCO.CCO
Kohn-Sham gap	7.95	eV

=====

DFT (ωB97M-V with the def2-TZVPD basis set) results for a cluster of 4 separate species, C3H12O4 in total at a distorted geometry.

Last column: Mulliken charge in e.
Cartesian coordinates (Å):
C 0.631 0.390 0.046  -0.987
C -0.509 -0.079 0.604  0.808
C -1.679 -0.569 -0.140  -1.125
O -0.874 0.477 1.803  -0.500
H 1.129 -0.017 -0.844  0.190
H 1.151 1.111 0.636  0.364
H -1.389 -1.174 -0.960  0.352
H -2.426 -1.105 0.463  0.393
H -2.013 0.427 -0.676  0.199
H -1.634 0.211 2.370  0.308
O 1.961 -2.733 1.874  -0.614
H 1.710 -3.340 1.252  0.292
H 1.172 -2.375 2.312  0.308
O -0.419 3.576 0.607  -0.656
H 0.121 3.047 -0.105  0.364
H -0.286 2.947 1.345  0.308
O 1.068 -0.347 -3.108  -0.610
H 0.859 0.458 -3.689  0.313
H 1.427 -0.905 -3.789  0.292

Calculated values
energy above the lowest of the compared OMol25 structures with the same formula, charge and spin	205.8	kJ/mol
SMILES string	C=C(C)O.O.O.O
Kohn-Sham gap	9.01	eV

=====

DFT (ωB97M-V with the def2-TZVPD basis set) results for a structure of composition C3H5N3 at a distorted geometry.

Last column: Mulliken charge in e.
Cartesian coordinates (Å):
C 0.397 1.643 0.270  -0.724
N -0.432 0.461 0.336  -0.335
C -0.204 -0.757 -0.107  0.288
N -1.384 -1.278 -0.404  -0.534
C 1.043 -1.483 -0.240  0.161
N 1.976 -2.160 -0.340  -0.347
H 1.467 1.421 0.357  0.306
H 0.227 2.178 -0.674  0.272
H 0.114 2.312 1.088  0.234
H -1.662 -0.058 0.067  0.466
H -1.541 -2.279 -0.353  0.213

Calculated values
energy above the lowest of the compared OMol25 structures with the same formula, charge and spin	282.7	kJ/mol
Kohn-Sham gap	9.62	eV

=====

DFT (ωB97M-V with the def2-TZVPD basis set) results for a structure of composition C40H68FIN2O2SbSi3Zr at a distorted geometry.

Last column: Mulliken charge in e.
Cartesian coordinates (Å):
Zr 0.101 0.542 -0.035  0.840
C 0.508 -0.327 -2.461  -0.994
C 1.812 -0.751 -2.066  1.100
C 1.631 -1.701 -1.018  1.778
C 0.214 -1.838 -0.836  -0.238
C -0.477 -1.070 -1.794  0.833
C -1.879 -1.348 -2.323  1.666
C -1.862 -2.787 -2.865  -1.747
C -2.953 -1.255 -1.254  -1.572
C -2.211 -0.406 -3.480  -2.412
C 2.573 -2.771 -0.427  2.167
C 1.849 -3.610 0.638  -2.406
C 3.916 -2.291 0.171  -1.753
C 2.876 -3.749 -1.582  -1.918
C 2.976 -0.457 -3.035  1.774
C 2.782 -1.437 -4.209  -1.610
C 2.906 0.950 -3.648  -1.628
C 4.383 -0.647 -2.476  -1.731
H 0.303 0.347 -3.278  0.372
H -0.254 -2.586 -0.219  -0.808
H -1.697 -3.508 -2.063  0.288
H -1.067 -2.912 -3.602  0.357
H -2.814 -3.024 -3.344  0.404
H -2.754 -1.952 -0.436  0.014
H -3.922 -1.522 -1.682  0.647
H -3.036 -0.249 -0.838  -0.084
H -1.540 -0.565 -4.325  0.330
H -2.142 0.641 -3.185  0.459
H -3.229 -0.593 -3.825  0.462
H 1.426 -3.001 1.440  0.421
H 2.563 -4.301 1.088  0.588
H 1.049 -4.211 0.206  0.293
H 3.941 -2.440 1.249  0.330
H 4.124 -1.243 -0.018  0.120
H 4.743 -2.868 -0.248  0.469
H 1.961 -4.051 -2.096  0.257
H 3.352 -4.643 -1.175  0.532
H 3.558 -3.322 -2.316  0.379
H 1.795 -1.315 -4.657  0.284
H 2.887 -2.478 -3.908  0.238
H 3.531 -1.231 -4.978  0.484
H 2.016 1.098 -4.259  0.406
H 3.771 1.088 -4.300  0.590
H 2.939 1.729 -2.896  0.098
H 4.569 -1.660 -2.131  0.151
H 4.593 0.037 -1.653  0.029
H 5.104 -0.441 -3.270  0.649
C -3.443 2.837 -2.272  -0.976
C -2.041 3.278 -2.555  0.166
N -1.862 4.201 -3.476  -0.668
C -0.625 4.659 -3.710  -1.122
C 0.487 4.263 -3.007  0.582
C 1.822 4.877 -3.357  -0.894
O 2.394 5.646 -2.302  -0.555
C 0.326 3.261 -2.017  0.033
C 1.539 2.958 -1.231  -1.091
N 1.881 1.909 -0.573  1.609
C 3.225 1.919 -0.045  -0.211
C 4.225 2.657 -0.683  -0.906
C 5.525 2.663 -0.212  -1.081
C 5.866 1.913 0.902  -0.819
C 4.898 1.152 1.532  -0.439
C 3.593 1.153 1.056  0.528
I 2.247 -0.070 2.055  0.128
C -0.949 2.732 -1.832  0.582
O -1.183 1.743 -0.965  0.232
H -4.076 3.119 -3.110  0.417
H -3.819 3.329 -1.373  0.294
H -3.506 1.765 -2.100  0.177
H -0.532 5.398 -4.498  0.410
H 1.707 5.482 -4.259  0.532
H 2.559 4.105 -3.588  0.105
H 1.857 6.435 -2.165  0.344
H 2.223 3.801 -1.248  1.702
H 4.001 3.220 -1.577  0.351
H 6.275 3.244 -0.730  0.455
H 6.880 1.908 1.274  0.415
H 5.159 0.552 2.393  0.490
F 0.050 1.990 1.338  -0.727
C 0.443 1.412 4.734  -1.213
Si -1.321 1.100 4.239  1.086
C -2.131 2.690 3.724  -0.927
C -2.107 0.354 5.754  -1.242
Sb -1.630 -0.449 2.215  -1.889
Si -4.185 -0.062 1.993  0.779
C -4.992 -1.544 1.187  -1.171
C -4.387 1.519 1.027  -0.791
C -4.974 0.134 3.667  -1.224
Si -1.587 -2.783 3.254  1.184
C -1.724 -4.081 1.926  -0.804
C -3.057 -2.951 4.379  -1.152
C 0.009 -2.953 4.216  -0.917
H 0.397 1.881 5.722  0.456
H 0.956 2.090 4.054  0.250
H 1.031 0.502 4.841  0.285
H -1.872 3.475 4.440  0.472
H -3.218 2.607 3.707  0.244
H -1.782 2.995 2.738  0.072
H -2.074 1.133 6.523  0.438
H -1.512 -0.484 6.125  0.304
H -3.138 0.030 5.649  0.346
H -5.241 -1.343 0.147  0.482
H -5.922 -1.753 1.721  0.491
H -4.387 -2.449 1.215  0.157
H -3.492 1.789 0.468  -0.382
H -4.617 2.341 1.707  0.567
H -5.211 1.430 0.315  0.477
H -4.829 -0.721 4.323  0.316
H -6.049 0.213 3.470  0.447
H -4.665 1.038 4.188  0.298
H -2.729 -4.091 1.499  0.345
H -1.542 -5.066 2.362  0.484
H -1.014 -3.948 1.113  -0.070
H -3.992 -2.807 3.835  0.176
H -3.035 -2.258 5.220  0.296
H -3.067 -3.968 4.781  0.449
H 0.806 -2.297 3.858  0.037
H 0.378 -3.978 4.153  0.469
H -0.157 -2.719 5.269  0.405

Calculated values
energy above the lowest of the compared OMol25 structures with the same formula, charge and spin	50.8	kJ/mol
Kohn-Sham gap	7.33	eV
total charge	+1

=====

DFT (ωB97M-V with the def2-TZVPD basis set) results for the molecule C29H28N2O5.

Last column: Mulliken charge in e.
Cartesian coordinates (Å):
C -8.151 -0.232 0.118  -1.007
C -7.708 -1.410 0.980  -0.415
O -6.732 -2.213 0.345  -0.465
C -5.448 -1.780 0.255  0.846
C -4.588 -2.600 -0.482  -0.721
C -3.263 -2.269 -0.636  -0.683
C -2.750 -1.100 -0.068  -0.459
N -1.395 -0.831 -0.259  -0.181
C -0.747 0.333 -0.300  0.021
C 0.646 0.361 -0.405  -0.469
C 1.406 -0.848 -0.497  1.086
O 0.935 -1.990 -0.389  -0.959
C 2.859 -0.680 -0.920  0.888
O 3.114 -0.056 -1.938  -0.654
N 3.805 -1.274 -0.171  0.526
C 3.599 -2.105 0.992  -0.396
C 4.176 -3.498 0.704  -0.779
O 5.537 -3.424 0.350  -0.405
C 5.721 -2.625 -0.798  -0.645
C 5.197 -1.204 -0.570  -0.739
C 1.340 1.663 -0.550  0.210
O 0.902 2.575 -1.220  -0.679
C 2.604 1.798 0.225  0.206
C 2.773 1.162 1.452  -0.025
C 3.952 1.320 2.158  -0.800
C 4.973 2.099 1.639  -0.475
C 4.805 2.743 0.423  -0.694
C 3.621 2.606 -0.274  -0.490
C -1.506 1.598 -0.257  0.008
C -2.449 1.868 -1.243  0.324
C -3.155 3.056 -1.219  -1.094
C -2.934 3.976 -0.208  -0.397
C -1.996 3.710 0.776  -1.061
C -1.280 2.529 0.752  0.346
C -3.595 -0.303 0.696  -0.568
C -4.929 -0.635 0.851  -0.092
H -8.938 0.318 0.626  0.351
H -7.320 0.441 -0.079  0.330
H -8.531 -0.595 -0.834  0.299
H -8.550 -2.089 1.141  0.315
H -7.351 -1.067 1.959  0.320
H -4.992 -3.497 -0.924  0.428
H -2.608 -2.910 -1.208  0.437
H -0.778 -1.645 -0.400  0.452
H 2.541 -2.187 1.226  0.371
H 4.133 -1.658 1.840  0.204
H 4.124 -4.126 1.595  0.341
H 3.596 -3.962 -0.107  0.371
H 5.195 -3.072 -1.655  0.346
H 6.794 -2.615 -0.995  0.356
H 5.768 -0.719 0.229  0.342
H 5.258 -0.610 -1.482  0.393
H 1.975 0.557 1.861  0.431
H 4.075 0.835 3.116  0.452
H 5.898 2.209 2.187  0.421
H 5.600 3.355 0.023  0.410
H 3.467 3.098 -1.222  0.463
H -2.612 1.152 -2.036  0.469
H -3.877 3.265 -1.993  0.434
H -3.486 4.904 -0.191  0.405
H -1.817 4.429 1.562  0.420
H -0.545 2.321 1.516  0.498
H -3.216 0.577 1.189  0.438
H -5.547 0.011 1.454  0.390

Calculated values
energy above the lowest of the compared OMol25 structures with the same formula, charge and spin	202.0	kJ/mol
SMILES string	CCOc1ccc(N/C(=C(\C(=O)C(=O)N2CCOCC2)C(=O)c2ccccc2)c2ccccc2)cc1
Kohn-Sham gap	7.90	eV

=====

DFT (ωB97M-V with the def2-TZVPD basis set) results for a cluster of 3 separate species, C17H43NO4P2SSi in total.

Last column: Mulliken charge in e.
Cartesian coordinates (Å):
C -0.422 5.696 1.319  -1.113
C 0.262 4.325 1.517  -0.539
Si -0.562 2.866 0.683  0.077
C 0.274 2.361 -0.920  -0.531
C -0.235 3.130 -2.152  -0.177
C 0.544 2.846 -3.423  0.156
N 1.930 2.921 -3.364  -0.429
O -0.023 2.558 -4.450  -0.565
P -0.303 1.083 2.058  0.090
S 1.519 1.221 2.795  -0.420
P -2.755 3.343 0.469  0.917
O -3.259 3.948 1.722  -0.650
O -3.007 4.302 -0.800  -0.531
O -3.452 1.963 0.045  -0.462
H 0.340 6.472 1.209  0.339
H -1.054 5.752 0.430  0.201
H -1.012 5.957 2.197  0.357
H 0.287 4.079 2.583  0.423
H 1.291 4.331 1.150  0.439
H 1.349 2.488 -0.756  0.504
H 0.111 1.288 -1.071  0.036
H -1.253 2.810 -2.380  0.122
H -0.210 4.211 -1.984  0.431
H 2.323 3.510 -4.086  0.256
H 2.304 3.145 -2.454  0.227
H -1.319 1.048 3.026  0.122
H -0.455 -0.068 1.268  0.076
H -3.464 5.101 -0.485  0.365
H -4.362 2.128 -0.255  0.301
C 2.404 -3.307 3.129  -1.228
C 1.691 -2.538 4.236  -0.203
C 2.632 -1.689 5.088  -0.469
C 3.695 -2.478 5.855  -0.808
C 3.149 -3.546 6.801  -0.391
C 2.267 -2.982 7.911  -1.178
H 3.136 -4.011 3.530  0.301
H 1.696 -3.882 2.530  0.385
H 2.928 -2.620 2.460  0.276
H 1.134 -3.237 4.868  0.291
H 0.948 -1.875 3.784  0.159
H 2.038 -1.098 5.790  0.287
H 3.132 -0.964 4.440  0.302
H 4.301 -1.771 6.431  0.383
H 4.382 -2.951 5.147  0.335
H 3.992 -4.076 7.251  0.366
H 2.588 -4.295 6.235  0.233
H 2.820 -2.261 8.517  0.292
H 1.916 -3.775 8.574  0.377
H 1.387 -2.478 7.511  0.277
C -1.490 -3.966 -6.510  -1.213
C -2.330 -3.468 -5.337  -0.360
C -2.986 -2.112 -5.589  -0.735
C -2.009 -0.959 -5.829  -0.884
C -1.003 -0.721 -4.705  -0.279
C -1.657 -0.346 -3.378  -0.838
H -0.665 -3.287 -6.732  0.288
H -1.059 -4.944 -6.295  0.377
H -2.099 -4.060 -7.411  0.298
H -1.710 -3.423 -4.438  0.247
H -3.116 -4.199 -5.127  0.392
H -3.636 -1.870 -4.744  0.305
H -3.646 -2.194 -6.459  0.412
H -2.584 -0.042 -5.987  0.356
H -1.462 -1.131 -6.760  0.361
H -0.332 0.086 -5.005  0.238
H -0.377 -1.607 -4.565  0.333
H -2.250 0.565 -3.486  0.255
H -0.898 -0.166 -2.613  -0.013
H -2.311 -1.136 -3.006  0.447

Calculated values
SMILES string	CC[Si@@](CCC(N)=O)([PH2]=S)P(=O)(O)O.CCCCCC.CCCCCC
Kohn-Sham gap	8.89	eV

=====

DFT (ωB97M-V with the def2-TZVPD basis set) results for a structure of composition C6H9NS at a distorted geometry.

Last column: Mulliken charge in e.
Cartesian coordinates (Å):
C 1.024 1.706 0.310  -1.620
C 0.470 0.317 0.150  0.776
C -0.138 -1.385 -0.664  -0.112
C -0.100 -1.752 0.828  -0.623
C 0.318 -0.596 1.373  -0.739
C -0.844 -0.002 -0.616  0.164
H 2.010 1.681 0.741  0.390
H 0.375 2.313 0.951  0.315
H 1.087 2.179 -0.657  0.375
H 1.194 -0.215 -1.715  0.316
H -0.415 -2.176 -1.387  0.438
H -0.330 -2.713 1.296  0.347
H 0.543 -0.322 2.388  0.402
H -0.875 0.480 -1.631  0.313
H -3.032 0.932 -0.781  0.124
N 1.169 -0.656 -0.790  -0.622
S -2.455 0.209 0.203  -0.244

Calculated values
energy above the lowest of the compared OMol25 structures with the same formula, charge and spin	219.3	kJ/mol
Kohn-Sham gap	9.82	eV

=====

DFT (ωB97M-V with the def2-TZVPD basis set) results for a cluster of 3 separate species, C4H13NO2 in total at a distorted geometry.

Last column: Mulliken charge in e.
Cartesian coordinates (Å):
C -1.668 -0.526 0.975  -0.246
N -1.738 0.277 0.003  -0.466
C -0.619 0.129 -0.950  -0.614
C 0.447 1.123 -0.644  -0.247
C 1.773 1.043 -1.386  -1.146
H -0.953 -1.357 0.999  0.276
H -2.169 -0.390 1.935  0.291
H -0.259 -0.907 -0.970  0.315
H -1.037 0.323 -1.943  0.298
H 0.173 2.183 -0.588  0.321
H 0.690 0.986 0.427  0.234
H 2.488 1.601 -0.775  0.331
H 2.158 0.026 -1.445  0.329
H 1.727 1.548 -2.354  0.311
O -4.597 -0.209 -1.065  -0.655
H -3.885 -0.001 -0.450  0.362
H -5.051 -0.928 -0.616  0.306
O 3.959 -1.333 2.820  -0.636
H 3.855 -1.833 3.632  0.317
H 4.706 -1.756 2.395  0.319

Calculated values
energy above the lowest of the compared OMol25 structures with the same formula, charge and spin	137.3	kJ/mol
SMILES string	C=NCCC.O.O
Kohn-Sham gap	10.79	eV